No. 1
ORCA calculation (ωB97M-V/def2-TZVPD) on a cluster of 15 separate species, C36H106N4O25 in total in a non-equilibrium geometry.

Computed properties:
Highest occupied orbital energy (alpha / beta) (eV): -9.826 / -9.826
Kohn-Sham gap (alpha / beta) (eV): 6.8 / 1.5
Largest force on an atom (eV Å⁻¹): 4.9
Expectation value of S²: 0.755

```
! wB97M-V def2-TZVPD RIJCOSX def2/J DEFGRID3
* xyz 1 2
C 1.57747 -12.57641 -3.02001
O 1.95394 -11.28649 -2.61524
C 2.66794 -10.51866 -3.63328
C 3.30028 -9.37820 -2.98673
N 2.32904 -8.42297 -2.55363
C 2.69849 -7.19646 -1.89307
C 1.44461 -6.38492 -1.57320
O 1.78655 -5.08295 -1.10095
C 0.66301 -4.36705 -0.65172
H 2.50779 -13.09670 -3.24778
H 1.04699 -12.57331 -3.97221
H 0.98533 -13.18522 -2.33676
H 1.94823 -10.14205 -4.36012
H 3.34412 -11.22323 -4.11749
H 4.00759 -9.00061 -3.72514
H 3.86296 -9.66334 -2.09781
H 1.78761 -8.97392 -1.90294
H 3.19937 -6.52855 -2.59386
H 3.33665 -7.32752 -1.01918
H 0.85074 -6.97196 -0.87263
H 0.92310 -6.30501 -2.52700
H 1.00842 -3.66052 0.10299
H -0.06784 -4.94842 -0.08960
H 0.11796 -3.85313 -1.44349
C 6.71695 2.98627 0.54356
O 5.67216 2.91304 -0.44897
C 5.65211 1.69816 -1.07343
C 4.82129 1.69739 -2.37148
N 3.40321 1.83905 -2.04631
C 2.65687 1.65189 -3.31326
C 1.09887 1.85823 -2.99959
O 0.92895 3.26995 -2.79142
C -0.51881 3.49992 -2.69394
H 6.62327 3.77366 1.29145
H 7.71516 2.85956 0.12449
H 6.51926 2.13588 1.19614
H 5.22402 1.00918 -0.34531
H 6.63543 1.32397 -1.35830
H 4.89613 0.72418 -2.85659
H 5.15436 2.52131 -3.00261
H 3.27777 2.81892 -1.83608
H 2.73381 0.62732 -3.67718
H 3.05419 2.36482 -4.03573
H 0.68445 1.27859 -2.17474
H 0.54427 1.50790 -3.87009
H -1.10232 3.32826 -3.59846
H -0.54824 4.55371 -2.41690
H -0.93825 2.87486 -1.90561
C -2.99050 4.83289 -10.54443
O -3.19738 4.12651 -9.29518
C -4.13519 3.08387 -9.40222
C -3.79119 2.13058 -8.24910
N -4.56699 2.61700 -7.10172
C -4.17487 1.89734 -5.88827
C -4.73617 2.51948 -4.63516
O -4.60485 1.79158 -3.40370
C -3.30996 1.74963 -2.80258
H -2.11897 5.47935 -10.44134
H -3.79686 5.49220 -10.86565
H -2.82593 4.15951 -11.38561
H -4.06269 2.53652 -10.34204
H -5.16332 3.44401 -9.43893
H -2.71945 2.08354 -8.05612
H -4.13354 1.12882 -8.50863
H -5.52704 2.36624 -7.29024
H -3.08611 1.84558 -5.88541
H -4.50087 0.85999 -5.96414
H -5.78895 2.75797 -4.78642
H -4.27514 3.50449 -4.56231
H -3.32252 0.94757 -2.06460
H -3.05205 2.69740 -2.33002
H -2.51670 1.44325 -3.48447
C -3.18955 2.34102 2.91250
O -2.34662 2.67720 4.04096
C -2.27719 4.03055 4.31947
C -1.22939 4.41691 5.34329
N -1.36684 3.82042 6.73791
C -0.20759 4.27671 7.48159
C -0.10639 3.56568 8.87701
O 0.53362 2.32220 8.62214
C 0.56234 1.58958 9.80084
H -2.79758 2.88138 2.05084
H -4.23440 2.64015 2.99565
H -3.07104 1.29998 2.61201
H -3.26296 4.38647 4.61895
H -2.04744 4.55357 3.39116
H -1.19338 5.50548 5.38583
H -0.33112 4.08159 4.82488
H -1.33598 2.81737 6.62369
H -0.14726 5.34709 7.67845
H 0.69305 4.00637 6.93034
H -1.07281 3.46478 9.37093
H 0.37650 4.28212 9.54156
H 1.29584 0.78516 9.74605
H -0.44717 1.24340 10.02251
H 1.01796 2.25718 10.53216
O 0.43608 3.15528 1.87170
H 1.07432 2.87868 1.21414
H 0.72834 2.73606 2.68106
O 2.21124 -0.69855 -0.55382
H 2.20618 -0.80528 -1.50503
H 3.04543 -0.26878 -0.36499
O -0.28091 -1.55062 -2.89050
H -0.58485 -2.18514 -3.53952
H 0.56659 -1.88948 -2.60215
O 2.82483 2.25084 0.64378
H 3.33319 2.98707 0.98401
H 3.12254 2.15113 -0.26046
O -2.92231 -2.05584 0.28196
H -3.23342 -2.23112 -0.60614
H -2.57217 -1.16587 0.24232
C -3.57573 -2.43065 -3.55574
C -2.73709 -3.73828 -3.64832
O -1.50875 -3.52402 -4.30299
O -3.18965 -1.58819 -2.49053
H -4.62129 -2.72792 -3.47494
H -3.51592 -1.93629 -4.52534
H -3.23184 -4.50161 -4.24886
H -2.49961 -4.06368 -2.63550
H -1.49998 -3.87771 -5.19542
H -2.32238 -1.22893 -2.69148
C -0.55356 0.86534 0.28227
C -0.37026 -0.12618 1.48180
O 0.32177 -1.26788 1.10104
O -1.25240 0.19444 -0.77502
H 0.43446 1.17572 -0.05771
H -1.27142 1.60516 0.63643
H -1.36646 -0.34766 1.86472
H 0.25066 0.34910 2.24119
H 1.14299 -1.01587 0.67244
H -0.72619 -0.43106 -1.27847
C -0.33909 5.81906 0.28913
C -0.73493 6.83529 -0.81792
O -1.61064 7.77504 -0.21572
O -1.26561 4.80079 0.59366
H -0.03921 6.28646 1.22705
H 0.57451 5.31322 -0.02322
H -1.26029 6.36226 -1.64757
H 0.14664 7.42406 -1.07149
H -1.90743 8.45018 -0.83029
H -0.82732 4.13045 1.12294
C -1.41338 -0.64238 5.50741
C -0.85457 -0.09177 6.82685
O -0.04209 0.98815 6.59225
O -2.51964 0.10637 5.15120
H -1.71294 -1.67268 5.69935
H -0.65160 -0.73019 4.73276
H -0.28830 -0.89368 7.30055
H -1.64896 0.21091 7.50906
H 0.26237 1.40762 7.40031
H -2.18137 0.97627 4.92664
C 2.74539 0.83664 4.78141
C 3.61653 0.04969 3.81267
O 4.93555 -0.11273 4.19930
O 1.40589 0.99090 4.33956
H 3.19652 1.82070 4.90881
H 2.68588 0.31142 5.73467
H 3.60496 0.49300 2.81696
H 3.16741 -0.92297 3.61186
H 4.97112 -0.97501 4.61979
H 0.91169 1.01337 5.16227
C 0.22277 -4.39202 4.95028
C 0.31388 -3.37624 3.76115
O -0.89319 -3.14708 3.17769
O -0.67876 -3.95023 5.97990
H 1.23204 -4.46334 5.35572
H 0.03008 -5.36123 4.49027
H 0.95867 -3.85150 3.02192
H 0.83438 -2.45101 4.00841
H -0.81526 -2.54037 2.43780
H -1.59672 -4.05569 5.71946
*
```

=====

No. 2
ORCA calculation (ωB97M-V/def2-TZVPD) on an isolated molecule of C7H11NS in a non-equilibrium geometry.

Computed properties:
ΔE to the lowest compared entry with this formula, charge and spin (kcal per mole): 105.5
Highest occupied orbital energy (alpha / beta) (eV): -7.858 / -7.869
Kohn-Sham gap (alpha / beta) (eV): 7.2 / 7.2
Largest force on an atom (eV Å⁻¹): 4.6

```
! wB97M-V def2-TZVPD RIJCOSX def2/J DEFGRID3
* xyz 0 1
C -0.55544 -1.56004 -1.78809
C -0.10998 -0.29746 -2.21262
C -0.68228 -2.83564 -1.98644
C -0.65392 -0.77222 0.49260
C 0.09656 0.49736 0.16935
C 1.52455 0.41567 0.77947
C -0.64477 1.75614 0.59318
N 0.37073 0.60353 -1.32929
S 0.01578 0.15373 -3.80071
H -1.18238 -3.43525 -1.19745
H -0.35610 -3.34159 -2.82781
H -1.67151 -0.86571 0.83517
H -0.15484 -1.58808 0.85020
H 2.13555 0.29313 -0.09245
H 1.61588 -0.35830 1.50983
H 1.63763 1.49717 1.04244
H -1.08668 1.71808 1.63754
H -1.45067 1.81439 -0.18224
H 0.00014 2.69219 0.46339
H 0.65143 1.56097 -1.73576
*
```

=====

No. 3
ORCA calculation (ωB97M-V/def2-TZVPD) on a structure of composition C30H93N15O8P5Y in a non-equilibrium geometry.

Computed properties:
ΔE to the lowest compared entry with this formula, charge and spin (kcal per mole): 11.6
Highest occupied orbital energy (eV): -7.842
Kohn-Sham gap (eV): 8.5
Largest force on an atom (eV Å⁻¹): 6.2

```
! wB97M-V def2-TZVPD RIJCOSX def2/J DEFGRID3
* xyz 0 1
Y 0.27597 -0.27852 0.96066
O 0.22493 -1.58999 -0.86622
H 0.08021 -2.46292 -1.28043
O 1.15924 0.11282 2.96438
H 1.85444 -0.13578 3.60425
O -1.64647 0.64307 1.30394
H -1.93122 1.42354 1.81805
O -0.68828 -2.26520 1.98484
P -1.71395 -3.36661 2.07772
N -1.08567 -4.96345 1.88118
C -1.04255 -5.84084 3.06311
C -0.13480 -5.25127 0.85051
N -3.01015 -3.31685 0.90740
C -3.59167 -1.97223 0.62781
C -3.69966 -4.45140 0.32902
N -2.49337 -3.21966 3.52830
C -3.72511 -3.95652 3.93480
C -2.13158 -2.12412 4.47574
H -0.47754 -5.34646 3.85333
H -0.59084 -6.80756 2.84062
H -2.02897 -6.12734 3.42779
H -0.44114 -5.01480 -0.16848
H -0.07476 -6.31610 0.62548
H 0.81051 -4.72184 0.96958
H -4.66241 -2.07903 0.45401
H -3.44438 -1.23739 1.41928
H -2.95724 -1.54437 -0.14842
H -3.00689 -5.00807 -0.30209
H -4.20022 -5.09673 1.05087
H -4.45218 -4.12429 -0.38848
H -4.42208 -3.26709 4.41127
H -4.38089 -4.46948 3.23129
H -3.47418 -4.53074 4.82666
H -2.86835 -2.04680 5.27529
H -2.01521 -1.25586 3.82713
H -1.25176 -2.40624 5.05403
O -0.10899 -4.18444 -6.58704
P -1.34248 -3.55851 -6.12071
N -2.13172 -2.95200 -7.48447
C -2.00051 -3.72919 -8.76667
C -3.39496 -2.28971 -7.39104
N -1.12566 -2.11757 -5.18961
C -0.92007 -0.80778 -5.82126
C -0.97441 -2.14181 -3.75960
N -2.51175 -4.60906 -5.18923
C -3.66456 -4.17030 -4.48992
C -2.35596 -6.09161 -5.25447
H -1.07779 -3.59472 -9.33111
H -2.77221 -3.39533 -9.46029
H -2.25908 -4.78807 -8.77023
H -3.56757 -1.67378 -8.27361
H -3.15301 -1.55617 -6.62196
H -4.13427 -3.06731 -7.19904
H -0.49017 -0.95333 -6.81227
H -1.83568 -0.21646 -5.83115
H -0.32326 -0.10841 -5.23577
H -1.36169 -1.25588 -3.25638
H -1.49057 -2.98463 -3.29989
H 0.10731 -2.23051 -3.65897
H -3.49755 -3.09429 -4.53909
H -4.65334 -4.41286 -4.87926
H -3.69313 -4.49171 -3.44877
H -2.45177 -6.31501 -4.19192
H -1.40191 -6.60542 -5.37234
H -3.18529 -6.59352 -5.75288
O 1.24028 1.40159 -0.46226
P 1.57186 2.69404 -1.24921
N 2.38840 3.91966 -0.33706
C 2.47292 3.65797 0.97770
C 2.98190 5.24842 -0.84658
N 0.21614 3.50674 -1.83943
C -0.75144 2.63535 -2.53120
C -0.46925 4.57334 -1.03437
N 2.40216 2.41042 -2.66550
C 2.76127 0.94067 -3.00499
C 2.41880 3.37395 -3.76789
H 1.64464 4.04868 1.56879
H 3.43137 4.07131 1.29173
H 2.58556 2.58361 1.12323
H 4.06148 5.09850 -0.85842
H 2.59468 6.03656 -0.20083
H 2.52239 5.53682 -1.79198
H -0.22607 1.91617 -3.15959
H -1.45117 2.18359 -1.82807
H -1.31224 3.31796 -3.16967
H -1.36194 4.95490 -1.52997
H -0.60612 4.23079 -0.00869
H 0.13233 5.48220 -1.02076
H 2.72168 0.36184 -2.08223
H 2.21531 0.56035 -3.86834
H 3.82083 0.84919 -3.24388
H 1.50597 3.95561 -3.89637
H 2.79875 2.84003 -4.63890
H 3.25065 3.98525 -3.41796
O 2.54438 -1.08766 0.81239
P 3.72193 -2.08374 0.94765
N 5.20791 -1.62070 1.65797
C 5.40897 -0.19015 1.91139
C 6.46850 -2.46168 1.72176
N 4.22083 -2.75372 -0.62707
C 5.06766 -1.99351 -1.43524
C 3.22157 -3.41794 -1.41643
N 3.25612 -3.59603 1.69309
C 2.48900 -3.65564 2.92676
C 3.88411 -4.90607 1.40170
H 5.61715 0.27316 0.94697
H 6.21119 -0.07094 2.63964
H 4.53644 0.36570 2.25465
H 6.38732 -2.88835 2.72149
H 7.48449 -2.09345 1.57945
H 6.41524 -3.36229 1.11005
H 6.04546 -1.70001 -1.05333
H 5.45126 -2.67684 -2.19288
H 4.56405 -1.07823 -1.74628
H 3.75980 -4.24810 -1.87386
H 2.49529 -3.84222 -0.72318
H 2.64773 -2.75616 -2.06517
H 3.14861 -3.49881 3.78024
H 1.71197 -2.89258 2.88136
H 2.13496 -4.67430 3.08513
H 3.95951 -5.10555 0.33276
H 3.38190 -5.70943 1.94069
H 4.93107 -4.96045 1.70002
O 0.58827 7.64710 4.06584
P -0.78354 6.95831 4.10072
N -0.73456 5.19814 4.23484
C -1.73649 4.25575 4.81420
C 0.59935 4.57198 4.17909
N -1.80551 7.22946 2.71566
C -2.63132 8.40367 2.65494
C -1.20973 6.67553 1.51722
N -1.71804 7.35754 5.50831
C -3.28800 7.26561 5.51889
C -1.04187 7.98103 6.63998
H -2.12449 4.52336 5.79702
H -1.30856 3.25331 4.82363
H -2.67550 4.29222 4.26190
H 1.30621 5.28652 3.75733
H 0.38194 3.61726 3.70019
H 0.86542 4.35090 5.21274
H -3.59722 7.98054 2.37910
H -2.66362 9.03590 3.54226
H -2.50245 8.99812 1.75044
H -0.63063 5.79452 1.79391
H -1.97371 6.57075 0.74687
H -0.40470 7.22481 1.02905
H -3.68185 8.21888 5.16637
H -3.60631 6.45718 4.86069
H -3.66669 7.15561 6.53506
H -1.42082 8.99229 6.78777
H 0.04496 7.94465 6.56526
H -1.50551 7.47408 7.48623
*
```

=====

No. 4
ORCA calculation (ωB97M-V/def2-TZVPD) on a cluster of 5 separate species, C22H23Br4N3O6 in total in a non-equilibrium geometry.

Computed properties:
ΔE to the lowest compared entry with this formula, charge and spin (kcal per mole): 12.0
Highest occupied orbital energy (eV): -10.112
Kohn-Sham gap (eV): 9.3
Largest force on an atom (eV Å⁻¹): 1.8
SMILES string: O=[N+]([O-])c1ccccc1.O=[N+]([O-])c1ccccc1.O=[N+]([O-])c1ccccc1.BrCCBr.BrCCBr

```
! wB97M-V def2-TZVPD RIJCOSX def2/J DEFGRID3
* xyz 0 1
Br -1.00116 -7.92522 -2.14124
C -1.19549 -6.11746 -2.87737
C -2.41842 -5.41601 -2.33423
Br -2.79306 -3.77506 -3.31963
H -1.21845 -6.19124 -3.96599
H -0.27636 -5.55159 -2.72745
H -2.23105 -5.20794 -1.28024
H -3.30196 -6.04699 -2.35818
Br 3.24698 2.21665 1.02420
C 3.09705 0.85476 2.49027
C 1.60665 0.67397 2.69030
Br 1.32113 -0.07308 4.47418
H 3.53770 1.37932 3.33100
H 3.65239 -0.06342 2.33071
H 1.11877 0.00913 1.98162
H 1.01914 1.58388 2.61981
C 0.46031 7.20281 0.65560
C 1.50260 8.02847 0.27182
C 2.54164 7.55811 -0.52015
C 2.48051 6.26340 -1.02386
C 1.42549 5.44344 -0.67782
C 0.43398 5.89465 0.18620
N 3.49032 5.80516 -1.97440
O 4.45326 6.51599 -2.15385
O 3.28476 4.74355 -2.52160
H -0.36548 7.67688 1.16917
H 1.41206 9.06418 0.57443
H 3.33577 8.19151 -0.88945
H 1.40408 4.37566 -0.85145
H -0.45856 5.29516 0.31493
C -2.92807 -1.41745 1.77785
C -3.62603 -2.47950 1.17821
C -3.02402 -3.71765 1.03958
C -1.72460 -3.91362 1.46729
C -0.97537 -2.84693 1.95599
C -1.63920 -1.65080 2.19991
N -1.08978 -5.22371 1.38316
O -0.00645 -5.40372 1.88739
O -1.72617 -6.09540 0.80349
H -3.46059 -0.48594 1.90568
H -4.66385 -2.41728 0.88125
H -3.63003 -4.53838 0.68032
H 0.05765 -2.96795 2.24765
H -1.06972 -0.88226 2.70807
C -1.25417 0.76235 -1.58573
C -1.61269 -0.58741 -1.57737
C -0.72360 -1.55861 -1.17712
C 0.56644 -1.21346 -0.79176
C 0.93584 0.13431 -0.75793
C 0.05889 1.08731 -1.25530
N 1.49605 -2.23229 -0.37247
O 2.66726 -1.91242 -0.24502
O 1.07189 -3.36014 -0.15244
H -1.99964 1.47949 -1.89675
H -2.62267 -0.85464 -1.85976
H -0.98746 -2.60768 -1.20110
H 1.93844 0.38395 -0.42895
H 0.40706 2.11116 -1.31147
*
```